(1)
Formula: C10H10F5O2PRuS3
Source: OMol25
Level of theory: the ωB97M-V functional and the def2-TZVPD basis

Expectation value of S²: 0.778
Multiplicity: 2
Frontier orbital gap (spin up / spin down) (Eh): 0.2448 / 0.2607
Lowest unoccupied orbital energy (spin up / spin down) (eV): -5.7740 / -5.3960
Maximum force (eV/A): 1.70
E (eV): -72585.0143
Charge: +1

Element x y z (Å)
Ru (-0.7541, -0.0931, -0.9146)
C (4.4588, 2.7312, -1.1977)
C (4.1067, 1.5694, -0.3171)
O (2.6575, 1.6475, -0.0295)
P (1.8083, 0.3899, 0.2991)
S (0.0284, 0.9511, 0.9451)
S (1.4062, -0.6979, -1.3109)
O (2.6449, -0.4168, 1.3377)
C (2.1761, -1.6632, 1.9694)
C (3.3756, -2.3990, 2.4906)
H (5.5308, 2.7138, -1.3993)
H (4.2178, 3.6748, -0.7101)
H (3.9293, 2.6780, -2.1482)
H (4.6078, 1.5959, 0.6470)
H (4.3100, 0.6102, -0.7956)
H (1.6357, -2.2390, 1.2180)
H (1.4883, -1.3696, 2.7601)
H (4.0552, -2.6652, 1.6812)
H (3.0441, -3.3174, 2.9773)
H (3.9150, -1.7991, 3.2228)
F (-7.2392, -1.0234, 0.2202)
C (-6.1075, -0.6170, -0.3179)
C (-4.9334, -1.3072, -0.0635)
F (-4.9336, -2.3710, 0.7241)
C (-3.7800, -0.8390, -0.6377)
F (-2.5979, -1.4870, -0.3785)
C (-3.7142, 0.2655, -1.4497)
S (-2.2139, 0.8165, -2.2477)
C (-4.8985, 0.9486, -1.6710)
F (-4.9225, 2.0336, -2.4347)
C (-6.0903, 0.5100, -1.1200)
F (-7.2112, 1.1690, -1.3491)

Forces on the atoms, in the same order (eV/Å):
Ru -0.7 -1.0 0.6
C 0.1 0.1 -0.1
C -0.1 -0.1 0.1
O 0.2 0.0 0.2
P 1.5 0.7 0.4
S -0.9 0.3 0.0
S -0.4 -0.4 -1.0
O 0.0 -0.1 0.1
C 0.0 0.1 -0.1
C 0.1 -0.1 0.1
H 0.0 0.0 0.0
H 0.0 0.0 0.0
H 0.0 0.0 0.0
H 0.0 0.0 0.0
H 0.0 0.0 0.0
H 0.0 0.0 0.0
H 0.0 0.0 0.0
H 0.0 0.0 0.0
H 0.0 0.0 0.0
H 0.0 0.0 0.0
F 0.0 0.0 0.0
C -0.2 0.0 0.0
C -0.1 -0.1 0.1
F 0.0 0.0 0.0
C 0.3 -0.3 0.0
F 0.0 0.2 0.1
C 0.2 0.2 -0.4
S 0.1 0.3 0.1
C -0.2 0.2 -0.2
F 0.1 -0.1 0.0
C 0.0 0.1 0.0
F 0.0 0.0 0.0

These are the natural (NBO) partial charges, in e, on atoms 1 to 4:
1 Ru 0.55
2 C -0.63
3 C -0.05
4 O -0.83

=====

(2)
Formula: C15H14ClN3O4
Source: OMol25
Level of theory: the ωB97M-V functional and the def2-TZVPD basis

SMILES: Cc1cc(Cl)ccc1O[C@H](C)C(=O)Nc1ccc([N+](=O)[O-])cn1
Frontier orbital gap (Eh): 0.2853
Lowest unoccupied orbital energy (eV): -0.9885
Energy relative to the best compared isomer or geometry (same formula, charge and spin) (kJ/mol): 1352.0
Maximum force (eV/A): 15.86
E (eV): -40948.9215

Element x y z (Å)
C (1.8732, 3.1816, 1.5107)
C (2.3620, 1.8624, 0.7795)
C (3.5995, 1.2094, 1.2374)
C (4.1206, 0.2129, 0.5360)
Cl (5.6508, -0.4892, 1.1573)
C (3.4245, -0.3198, -0.7002)
C (2.2841, 0.3289, -0.9151)
C (1.7640, 1.5723, -0.2302)
O (0.6821, 1.9058, -0.7236)
C (0.0709, 1.5616, -1.9108)
C (-1.1328, 2.6529, -2.1765)
C (-0.6886, 0.1739, -1.6738)
O (-0.8569, -0.5197, -2.8271)
N (-1.0827, 0.0761, -0.3832)
C (-1.8661, -1.0465, -0.0397)
C (-1.8851, -1.1902, 1.5668)
C (-2.5846, -2.4018, 1.7712)
C (-3.0322, -3.3042, 1.0434)
N (-3.5919, -4.7590, 1.2612)
O (-4.1208, -5.4002, 0.5261)
O (-4.0647, -4.5162, 2.4396)
C (-2.7758, -3.3107, -0.4107)
N (-2.1446, -1.9874, -0.8292)
H (1.6541, 3.9657, 0.6500)
H (1.0926, 2.7813, 2.1536)
H (2.6971, 3.4969, 1.9812)
H (4.1939, 1.8998, 1.9216)
H (3.9210, -1.2601, -1.0760)
H (1.8217, -0.3605, -1.6925)
H (0.6454, 1.6081, -2.6315)
H (-1.4626, 2.2968, -2.9338)
H (-0.4534, 3.5656, -2.2935)
H (-1.8700, 2.7500, -1.5233)
H (-0.8002, 0.7714, 0.2897)
H (-1.6107, -0.5439, 2.1809)
H (-2.8371, -2.4425, 3.0647)
H (-2.9969, -4.0212, -1.1001)

Forces on the atoms, in the same order (eV/Å):
C -1.6 -2.0 -4.3
C 5.4 5.3 9.7
C -0.7 3.5 0.1
C 0.8 -1.8 -1.3
Cl -0.8 0.2 -0.8
C 3.6 0.2 4.6
C -0.5 -1.9 -2.4
C 1.3 -10.4 -9.2
O -6.0 5.4 0.1
C -8.8 -1.1 7.7
C 10.5 3.0 5.9
C 1.5 0.3 -7.3
O 0.3 3.0 6.8
N -1.3 -2.2 -2.7
C 2.2 0.5 7.2
C -5.1 -8.4 -11.5
C 3.1 8.4 12.8
C -0.4 -8.6 -13.3
N -0.5 9.4 10.3
O -2.2 -5.7 -6.5
O 0.8 -2.5 -0.3
C 2.4 8.8 5.5
N -2.6 -4.8 -1.4
H -0.3 -1.6 2.2
H -0.4 1.2 0.1
H 2.7 1.5 2.4
H -0.7 -1.8 -0.4
H -1.3 1.2 -0.2
H -0.8 2.0 0.5
H 5.6 -0.2 -7.2
H -4.2 -3.5 -10.1
H -1.7 -0.8 -0.1
H -2.7 0.3 3.5
H 0.0 0.0 -0.1
H 2.3 5.4 5.5
H 0.8 -0.6 -4.0
H -0.5 -1.7 -2.0

These are the natural (NBO) partial charges, in e, on atoms 1 to 4:
1 C -0.61
2 C -0.07
3 C -0.25
4 C -0.01

=====

(3)
Formula: C11H14BCrN7S
Source: OMol25
Level of theory: the ωB97M-V functional and the def2-TZVPD basis

Expectation value of S²: 6.020
Multiplicity: 5
Frontier orbital gap (spin up / spin down) (Eh): 0.2569 / 0.2671
Lowest unoccupied orbital energy (spin up / spin down) (eV): -1.1811 / -1.1602
Energy relative to the best compared isomer or geometry (same formula, charge and spin) (kJ/mol): 313.0
Maximum force (eV/A): 3.19
E (eV): -61996.1362

Element x y z (Å)
H (-2.0018, -1.7520, 2.5933)
N (-1.8475, -1.3089, 0.5267)
B (-1.5530, -1.9121, -2.1051)
N (-1.9258, -2.1223, -0.6085)
C (-2.6206, -3.2135, -0.2937)
Cr (-2.0710, 0.6997, 0.8926)
H (-2.8420, -3.8911, -1.0907)
C (-2.7920, -3.2470, 1.0713)
H (-3.1836, -4.0650, 1.6279)
C (-2.2528, -2.0689, 1.5886)
H (-2.2859, -2.5705, -2.8453)
C (2.8806, 2.8063, 0.6121)
H (3.7677, 2.4977, 0.0361)
H (2.9016, 3.9024, 0.7335)
H (1.9476, 2.4243, 0.1799)
N (-0.0780, -2.4311, -2.7363)
N (-1.9922, -0.4253, -2.1087)
N (0.9929, -1.7298, -2.2234)
N (-1.9806, 0.6074, -1.1556)
C (0.4390, -3.3570, -3.6504)
C (-2.6673, 0.0030, -3.1811)
H (-0.1296, -4.0298, -4.2921)
H (-2.8905, -0.7129, -3.9635)
C (1.8625, -3.2813, -3.5983)
C (-2.8448, 1.3676, -3.0621)
C (2.1317, -2.2725, -2.6353)
C (-2.3254, 1.7408, -1.8239)
H (2.6054, -3.8263, -4.1490)
H (-3.2431, 2.0027, -3.8301)
H (3.0776, -1.9258, -2.2385)
H (-2.0493, 2.7198, -1.4458)
H (3.0320, 2.4816, 1.5931)
S (1.9851, 0.7154, 3.1598)
C (0.5453, 0.7368, 2.4892)
N (-0.5287, 0.7255, 1.9468)

Forces on the atoms, in the same order (eV/Å):
H -0.5 0.1 -0.1
N 0.8 -1.4 0.2
B 0.6 -0.6 -0.5
N -0.9 -0.3 1.3
C 1.1 0.1 0.6
Cr 0.7 -1.7 -1.5
H -0.1 -0.5 0.1
C -0.2 -0.4 1.0
H -0.3 -0.3 0.3
C 0.1 0.0 -2.2
H 0.0 0.5 0.7
C 0.6 1.1 -1.1
H -0.5 0.1 0.0
H -0.3 -0.3 -0.6
H 0.3 0.2 0.2
N 1.1 1.5 0.4
N -1.4 1.5 -0.6
N -0.3 -0.4 1.2
N 1.4 0.4 -2.2
C 1.3 0.4 0.7
C 1.0 0.5 0.2
H -0.2 0.4 0.5
H 0.1 0.4 0.0
C -2.0 0.5 0.7
C -0.2 0.9 -0.7
C -1.4 -0.1 -0.8
C -0.3 -1.8 -0.5
H -0.2 -0.3 -0.2
H -0.1 0.2 0.0
H -0.1 0.1 -0.2
H -0.6 -0.1 0.2
H 0.0 -0.9 1.3
S -0.2 -0.2 0.3
C -1.4 -0.2 -0.8
N 2.2 0.7 2.2

These are the natural (NBO) partial charges, in e, on atoms 1 to 4:
1 H 0.24
2 N -0.37
3 B 0.63
4 N -0.32

=====

(4)
Formula: C4H12N3S
Source: OMol25
Level of theory: the ωB97M-V functional and the def2-TZVPD basis

Expectation value of S²: 2.007
Multiplicity: 3
Frontier orbital gap (spin up / spin down) (Eh): 0.2361 / 0.2543
Lowest unoccupied orbital energy (spin up / spin down) (eV): -2.6526 / -6.6541
Energy relative to the best compared isomer or geometry (same formula, charge and spin) (kJ/mol): 218.9
Maximum force (eV/A): 9.51
E (eV): -19634.4237
Charge: +1

Element x y z (Å)
C (-1.7247, 0.9462, 0.1672)
C (0.8776, -0.5809, -1.4475)
C (0.1651, -1.5920, 0.8057)
C (1.0223, 0.7227, 0.7167)
N (-1.1023, -0.0384, -0.3504)
N (-3.0004, 1.1408, -0.1537)
N (0.2808, -0.3240, -0.0303)
S (1.0631, 2.3759, -0.0332)
H (-1.1555, 1.6280, 0.7504)
H (1.9024, -1.0645, -1.2204)
H (0.2742, -1.2074, -2.1880)
H (1.0519, 0.3359, -2.1060)
H (-0.7366, -1.5513, 1.3460)
H (0.0349, -2.3576, 0.1205)
H (0.9152, -1.7170, 1.5327)
H (0.5533, 0.8251, 1.6499)
H (2.0441, 0.4437, 0.6343)
H (-3.5629, 1.5998, 0.6055)
H (-3.3206, 0.3031, -0.6541)
H (2.4227, 2.4808, -0.5061)

Forces on the atoms, in the same order (eV/Å):
C 0.2 6.6 5.5
C 2.0 -0.6 -1.0
C -0.2 1.2 -0.4
C 0.7 1.2 -2.0
N 3.2 -7.1 -5.5
N -1.8 -0.6 0.5
N -1.9 0.0 -1.8
S 1.2 0.6 -0.9
H -0.5 1.1 0.4
H -1.6 0.6 -0.6
H 0.3 0.4 2.0
H -0.3 -0.6 1.8
H -1.3 0.5 0.7
H 0.2 -1.7 -1.1
H 1.5 -0.1 0.3
H -0.1 -0.2 1.5
H 0.8 -0.7 1.0
H 0.1 -0.7 -1.4
H -0.9 0.7 0.2
H -1.8 -0.6 0.8

These are the natural (NBO) partial charges, in e, on atoms 1 to 4:
1 C -0.15
2 C -0.44
3 C -0.39
4 C -0.38

=====

(5)
Formula: C31H27CeN4O10S
Source: OMol25
Level of theory: the ωB97M-V functional and the def2-TZVPD basis

Expectation value of S²: 1.069
Multiplicity: 2
Frontier orbital gap (spin up / spin down) (Eh): 0.1310 / 0.1266
Lowest unoccupied orbital energy (spin up / spin down) (eV): 3.0860 / 3.0596
Maximum force (eV/A): 3.54
E (eV): -82785.9479
Charge: -2

Element x y z (Å)
Ce (-1.1230, 0.9096, 0.1519)
O (-3.1923, 3.5494, 5.7102)
C (-2.5821, 2.9773, 4.6325)
C (-2.5514, 1.5968, 4.4718)
C (-1.9415, 1.0648, 3.3470)
N (-1.3504, 1.8262, 2.4270)
C (-1.4143, 3.1521, 2.5544)
C (-2.0131, 3.7728, 3.6448)
C (-0.9678, 3.9639, 1.2988)
O (-0.4941, 5.0793, 1.4835)
O (-1.2369, 3.3752, 0.2205)
C (-2.0795, -0.4449, 3.0100)
O (-2.3115, -1.2068, 3.9431)
O (-1.9809, -0.7069, 1.7838)
H (-3.5955, 2.8484, 6.2396)
H (-3.0230, 0.9234, 5.1744)
H (-2.0453, 4.8485, 3.6983)
O (-3.4072, 1.5235, 0.4276)
C (-4.3633, 1.6771, -0.3384)
C (-4.4868, 1.1874, -1.6760)
C (-5.6990, 1.3656, -2.3497)
C (-5.8921, 0.8604, -3.6283)
C (-4.8410, 0.1658, -4.2607)
C (-3.6465, -0.0053, -3.6379)
C (-3.3902, 0.4921, -2.3141)
O (-2.2566, 0.3153, -1.7739)
N (-7.1108, 1.0235, -4.2892)
O (-8.0248, 1.6474, -3.7221)
O (-7.2508, 0.5375, -5.4276)
H (-5.2545, 2.2305, 0.0300)
H (-6.5074, 1.8975, -1.8672)
H (-5.0219, -0.2183, -5.2537)
H (-2.8394, -0.5338, -4.1259)
N (3.0402, -4.9565, 2.3727)
C (2.6130, -4.7165, 1.0691)
S (2.9493, -5.9106, -0.0677)
C (1.8882, -3.5368, 0.7733)
C (1.6076, -2.5403, 1.7406)
C (0.8845, -1.4263, 1.4073)
N (0.3801, -1.1793, 0.1792)
C (0.6475, -2.1264, -0.7459)
C (1.3685, -3.2666, -0.5146)
H (3.6350, -5.7708, 2.4334)
H (3.3841, -4.1611, 2.8916)
H (1.9513, -2.6660, 2.7553)
H (0.6829, -0.6737, 2.1675)
H (0.2301, -1.9512, -1.7342)
H (1.5325, -3.9894, -1.2989)
C (5.5838, -2.7406, 0.0979)
C (4.7304, -1.5680, -0.2835)
C (4.4260, -1.3147, -1.6114)
C (3.5623, -0.2917, -1.9753)
C (3.3708, 0.0202, -3.4303)
C (2.9499, 0.4818, -0.9829)
C (1.8757, 1.4988, -1.3412)
O (0.9183, 1.6973, -0.3669)
C (3.3540, 0.3228, 0.3463)
C (2.9175, 1.2716, 1.4233)
C (4.2238, -0.7088, 0.6745)
H (6.4596, -2.8107, -0.5482)
H (4.9983, -3.6543, -0.0139)
H (5.9056, -2.6642, 1.1361)
H (4.8664, -1.9397, -2.3776)
H (3.7660, -0.7758, -4.0571)
H (3.8901, 0.9505, -3.6670)
H (2.3106, 0.1861, -3.6404)
H (2.3761, 2.4537, -1.6162)
H (3.2439, 2.2867, 1.1916)
H (3.3401, 0.9727, 2.3811)
H (1.8269, 1.3098, 1.4925)
H (4.5058, -0.8472, 1.7109)
C (0.9148, 1.0748, -2.4058)
H (0.4393, 0.1109, -2.2658)
H (0.3419, 1.8557, -2.8844)

Forces on the atoms, in the same order (eV/Å):
Ce 3.1 0.0 -1.7
O 0.0 0.0 -0.1
C 0.1 -0.3 -0.3
C 0.1 -0.1 -0.1
C -0.2 -0.4 0.2
N -0.5 0.2 0.5
C 0.0 0.5 -0.2
C 0.2 -0.1 0.0
C -0.2 0.3 1.0
O 0.0 0.1 0.0
O -0.1 -0.6 -0.3
C -0.1 0.4 1.0
O -0.1 0.0 0.0
O 0.2 0.3 -0.7
H 0.1 0.1 -0.1
H 0.0 -0.1 0.0
H 0.0 0.1 0.0
O -1.4 0.4 -0.5
C -0.2 0.2 0.7
C 0.3 -0.2 -0.5
C 0.0 -0.1 -0.2
C 1.2 0.0 1.1
C 0.0 -0.1 -0.1
C 0.1 -0.1 0.1
C -0.1 -0.1 -0.2
O -0.8 -0.1 -0.4
N -2.1 0.3 -1.0
O 0.8 -0.5 -0.5
O 0.2 0.5 1.1
H 0.2 -0.1 0.0
H 0.0 0.0 0.0
H 0.1 0.0 0.0
H 0.0 0.0 0.0
N 0.0 0.1 0.5
C -0.1 0.1 -0.2
S 0.2 -0.6 -0.5
C 0.2 -0.1 0.2
C -0.1 0.2 0.1
C 0.0 -0.1 0.0
N 0.0 -0.3 0.3
C -0.1 -0.1 -0.2
C -0.1 0.1 -0.2
H 0.0 0.2 -0.1
H 0.0 0.0 0.0
H -0.1 0.1 0.2
H 0.0 -0.1 0.0
H 0.1 0.0 0.0
H 0.0 0.0 -0.1
C -0.2 0.0 -0.1
C 0.2 0.1 0.0
C 0.0 0.0 0.1
C 0.1 0.0 0.0
C 0.0 -0.1 0.0
C -0.1 0.1 0.1
C -0.2 0.0 -0.7
O -0.7 0.2 1.8
C 0.0 0.0 -0.1
C -0.3 -0.1 0.2
C 0.0 0.1 -0.1
H 0.1 -0.1 0.0
H 0.1 -0.2 0.0
H 0.1 0.0 0.0
H 0.0 -0.1 -0.1
H 0.1 -0.1 -0.1
H 0.0 0.1 -0.1
H 0.2 0.0 -0.2
H -0.2 -0.1 0.1
H 0.0 0.1 0.0
H 0.1 0.0 0.1
H 0.4 0.1 0.1
H 0.0 0.0 0.1
C -0.7 -0.1 0.0
H 0.1 -0.1 -0.2
H -0.1 0.0 -0.1

These are the Löwdin partial charges, in e, on atoms 1 to 4:
1 Ce 1.38
2 O 0.06
3 C -0.29
4 C 0.06

=====

(6)
Formula: C17H26N3O3S
Source: OMol25
Level of theory: the ωB97M-V functional and the def2-TZVPD basis

SMILES: CC1CCN(CC(=O)Nc2ccc(S(=O)(=O)[NH2+]C3CC3)cc2)CC1
Frontier orbital gap (Eh): 0.2806
Lowest unoccupied orbital energy (eV): -3.6462
Maximum force (eV/A): 1.14
E (eV): -39491.7764
Charge: +1

Element x y z (Å)
C (8.1913, -0.9482, 0.8910)
C (6.7988, -1.1291, 0.2972)
C (6.5560, -0.1523, -0.8556)
C (5.1385, -0.3265, -1.4020)
N (4.1031, -0.1401, -0.3925)
C (3.8903, 1.2389, 0.0146)
C (2.4145, 1.5108, 0.2643)
O (1.9908, 2.4586, 0.8735)
N (1.6311, 0.5338, -0.3200)
C (0.2745, 0.4286, -0.3682)
C (-0.5720, 1.4200, 0.1623)
C (-1.9379, 1.2802, 0.0783)
C (-2.4665, 0.1467, -0.5243)
S (-4.2053, -0.0102, -0.6594)
O (-4.9111, 1.2073, -0.5233)
O (-4.6253, -1.0440, -1.5301)
N (-4.5201, -0.8685, 1.1035)
C (-5.9205, -1.0545, 1.5263)
C (-6.8666, 0.1033, 1.4799)
C (-7.0226, -1.0312, 0.5142)
C (-1.6583, -0.8473, -1.0598)
C (-0.2926, -0.7045, -0.9819)
C (4.3220, -1.0409, 0.7369)
C (5.7157, -0.9209, 1.3583)
H (8.9524, -1.1138, 0.1328)
H (8.3548, -1.6538, 1.7017)
H (8.3124, 0.0592, 1.2834)
H (6.7120, -2.1507, -0.0913)
H (7.2752, -0.3290, -1.6558)
H (6.6926, 0.8721, -0.5018)
H (4.9510, 0.3702, -2.2225)
H (5.0247, -1.3438, -1.7901)
H (4.4450, 1.5394, 0.9117)
H (4.1957, 1.9162, -0.7890)
H (2.2241, -0.1958, -0.7353)
H (-0.1330, 2.2907, 0.6226)
H (-2.6014, 2.0434, 0.4518)
H (-4.0185, -0.3125, 1.8008)
H (-4.0703, -1.7819, 1.0118)
H (-5.9981, -1.7506, 2.3542)
H (-7.5751, 0.2021, 2.2875)
H (-6.5052, 1.0418, 1.0931)
H (-7.8366, -1.7258, 0.6517)
H (-6.7660, -0.8594, -0.5171)
H (-2.1117, -1.6979, -1.5426)
H (0.3551, -1.4587, -1.4010)
H (3.5521, -0.8435, 1.4883)
H (4.1835, -2.0611, 0.3645)
H (5.8169, -1.6631, 2.1509)
H (5.8405, 0.0647, 1.8123)

Forces on the atoms, in the same order (eV/Å):
C -0.2 -0.2 -0.1
C 0.1 0.4 0.2
C -0.2 -0.4 0.0
C 0.3 0.1 -0.2
N 0.1 0.1 -0.1
C 0.2 0.0 0.0
C 0.0 -0.2 0.0
O 0.0 0.3 0.1
N 0.1 -0.3 -0.2
C -0.4 0.1 0.1
C -0.1 0.1 0.1
C 0.1 0.1 0.1
C -1.1 0.0 -0.2
S 0.7 -0.3 0.7
O 0.2 0.3 0.1
O 0.3 -0.2 -0.1
N 0.0 0.3 -0.5
C -0.4 0.0 0.1
C -0.1 0.1 0.1
C -0.1 0.0 0.0
C 0.2 -0.2 -0.1
C -0.1 0.0 0.0
C 0.1 -0.1 0.3
C -0.1 -0.2 -0.3
H 0.1 0.0 0.0
H 0.1 -0.1 0.1
H 0.0 0.1 0.1
H 0.0 0.0 0.0
H 0.1 0.1 0.0
H 0.1 0.1 0.0
H 0.0 -0.1 0.0
H 0.0 0.0 -0.1
H -0.1 0.0 -0.1
H 0.0 0.0 0.0
H -0.1 0.1 0.1
H 0.0 0.0 0.0
H 0.0 0.2 0.1
H 0.1 -0.1 -0.1
H 0.1 0.1 0.0
H 0.1 0.0 -0.1
H 0.0 -0.1 0.1
H 0.0 0.0 -0.1
H 0.0 -0.1 0.1
H 0.0 0.1 -0.1
H 0.1 -0.2 -0.1
H 0.1 -0.1 -0.1
H 0.0 -0.1 0.0
H 0.0 0.0 0.1
H 0.0 0.0 0.1
H 0.0 0.0 0.1

These are the natural (NBO) partial charges, in e, on atoms 1 to 4:
1 C -0.60
2 C -0.22
3 C -0.42
4 C -0.21